No. 1
ORCA calculation (ωB97M-V with the def2-TZVPD basis set) on C24H29N3O6S as an isolated structure.

* HOMO energy: -7.7 eV
* calculated total energy: -52926.295 eV
* E_LUMO: 0.14 eV
* ΔE to the lowest compared entry with this formula, charge and spin: 24.102 eV
* charge: 0
* F_max: 17.01 eV/Å

```
63
Properties=species:S:1:pos:R:3:forces:R:3:nbo_charge:R:1
O 0.828 2.098 -1.712 14.0 3.4 -3.8 -0.57
C -0.218 1.906 -1.466 -13.1 2.2 1.3 0.67
N -0.714 0.868 -0.959 -7.7 -9.0 4.4 -0.68
C -0.087 -0.329 -0.414 -4.4 1.3 -3.3 0.15
C 1.145 -0.230 -0.031 3.8 4.5 4.4 -0.26
C 1.770 -1.127 0.827 1.0 -0.5 -1.6 -0.30
C 1.177 -2.414 1.121 -1.4 7.6 -5.8 -0.14
C -0.012 -2.526 0.326 1.9 -0.3 3.0 -0.28
C -0.784 -1.556 -0.351 5.5 -0.7 2.5 0.16
N -1.940 -1.925 -0.737 -5.7 2.4 -3.9 -0.37
C -2.674 -1.056 -1.865 0.7 -13.4 1.4 -0.16
C -3.582 -2.267 -2.590 11.9 -5.4 6.4 -0.30
H -2.858 -3.183 -3.253 -2.4 3.5 1.6 0.19
C -3.880 -3.047 -1.207 -2.2 -0.4 -3.5 -0.44
C -2.614 -3.177 -0.571 0.7 1.4 6.7 -0.20
H -2.047 -4.026 -0.664 1.6 -2.0 -1.8 0.21
H -2.735 -3.431 0.684 -0.1 1.2 -2.7 0.17
H -4.707 -2.634 -0.624 0.4 0.3 0.0 0.22
H -4.167 -4.026 -1.525 -0.7 -0.8 0.1 0.22
H -4.346 -1.920 -2.936 -8.5 3.6 -4.8 0.16
H -3.320 -0.440 -1.660 -6.4 6.8 3.2 0.18
H -1.990 -0.783 -2.433 6.0 2.9 -5.1 0.18
H -0.414 -3.413 0.660 -1.8 -2.1 -0.3 0.20
H 1.760 -2.991 1.660 1.9 -3.7 2.6 0.24
S 3.405 -0.417 1.214 0.5 -11.4 8.8 2.25
O 4.181 -1.761 1.840 -2.1 3.7 -4.1 -1.00
O 3.221 0.261 2.433 -0.9 4.6 1.3 -0.95
N 4.166 0.270 0.113 -0.4 -1.6 0.1 -0.74
C 4.604 -0.770 -0.770 6.3 3.6 -4.5 -0.25
H 4.234 -1.748 -0.745 -1.4 -0.9 0.4 0.26
C 4.425 0.046 -2.286 -2.0 -5.9 0.0 -0.08
H 4.876 -0.633 -3.170 -1.1 1.8 2.0 0.21
O 4.967 1.282 -2.241 1.1 -1.8 -1.7 -0.49
C 4.323 1.922 -1.284 0.9 9.1 2.2 -0.10
H 4.770 2.969 -1.359 -0.6 -0.4 -0.4 0.18
C 4.656 1.667 0.166 9.3 -10.2 -10.0 -0.15
H 4.115 2.019 0.737 -9.4 7.2 9.9 0.17
H 5.694 1.509 0.600 -0.8 1.2 -1.2 0.21
H 3.245 2.167 -1.422 0.4 -1.1 0.0 0.23
H 3.212 0.093 -2.319 2.6 0.0 -0.5 0.17
H 5.847 -0.936 -0.579 -3.3 0.5 -0.5 0.20
H 1.417 1.000 0.273 -0.2 -3.7 -1.6 0.24
H -1.969 0.686 -0.759 5.1 1.6 -1.1 0.46
C -1.496 2.868 -1.570 8.2 6.7 1.1 -0.16
H -1.092 3.985 -2.043 -0.8 -3.0 1.5 0.18
H -2.096 2.616 -2.276 -4.8 -2.2 -3.6 0.19
O -1.891 3.202 -0.264 0.7 -0.4 0.4 -0.49
C -2.860 2.434 0.183 -4.4 4.1 0.3 0.82
O -3.566 1.869 -0.636 0.1 -1.8 1.1 -0.64
C -3.315 2.838 1.674 14.6 0.0 -3.9 -0.42
C -2.255 1.746 2.150 -2.2 -1.8 3.1 -0.08
C -0.908 1.998 2.361 3.1 -4.2 1.2 -0.24
C 0.095 1.017 2.774 -4.2 -2.4 3.1 -0.19
C -0.529 -0.396 3.213 -3.7 10.5 -4.8 -0.15
C -1.818 -0.648 3.001 -4.2 2.9 -0.7 -0.22
C -2.732 0.515 2.631 -0.8 -3.0 -3.2 -0.18
H -3.840 0.146 2.164 2.9 1.2 1.9 0.20
H -2.409 -1.562 3.121 0.9 0.0 0.3 0.22
H 0.091 -0.992 3.492 7.1 -7.2 3.3 0.17
H 1.104 1.140 3.323 -1.5 0.5 -1.9 0.27
H -0.478 2.871 2.129 1.1 3.6 -0.9 0.20
H -2.809 3.756 2.018 -1.2 0.0 -0.5 0.24
H -4.175 2.605 1.831 -10.0 -2.4 2.1 0.20
```
Positions in Å, forces in eV/Å.

---

No. 2
ORCA calculation (ωB97M-V with the def2-TZVPD basis set) on C18H37AlO2P3 as an isolated structure.

* HOMO energy: -15.7 eV
* calculated total energy: -57795.232 eV
* E_LUMO: -12.71 eV
* ΔE to the lowest compared entry with this formula, charge and spin: 3.408 eV
* charge: +3
* F_max: 4.76 eV/Å

```
61
Properties=species:S:1:pos:R:3:forces:R:3:nbo_charge:R:1
Al -0.384 -0.173 0.671 -0.1 0.3 1.7 1.18
P -0.891 2.132 0.274 0.2 2.5 -2.1 0.82
P -2.822 -0.346 1.779 -2.7 0.0 -0.3 0.84
P 2.143 -0.065 1.267 1.9 0.1 -1.1 0.93
H -1.355 -2.627 0.237 0.1 0.6 0.2 0.31
C -0.396 -2.243 0.617 0.3 -0.7 2.8 -0.81
C -0.239 -2.196 2.082 -0.5 -3.0 -2.7 -0.22
H -1.080 -2.543 2.704 0.2 1.1 -0.1 0.28
C -1.309 2.226 -1.511 -0.2 -0.4 -0.5 -0.93
C -2.212 3.231 0.897 -0.7 -0.5 0.9 -0.91
C 0.528 3.277 0.271 0.7 -0.2 0.4 -0.93
C -3.462 -1.860 2.596 0.6 -0.3 0.2 -0.93
C -3.536 0.875 2.967 0.5 0.2 0.1 -0.93
C -4.069 -0.293 0.405 0.7 0.2 -0.2 -0.91
C 2.962 -1.569 1.923 -0.7 -0.1 0.5 -0.93
C 2.866 1.287 2.259 -0.5 0.0 0.4 -0.94
C 3.033 0.020 -0.303 -0.1 0.2 -0.3 -0.95
H 0.463 -2.643 0.074 0.1 0.5 0.0 0.31
H 0.729 -2.508 2.480 0.0 0.8 0.0 0.27
H -1.360 3.282 -1.828 0.0 -0.3 0.3 0.30
H -2.292 1.769 -1.685 0.2 0.1 -0.1 0.26
H -0.571 1.747 -2.173 -0.2 0.2 0.3 0.25
H -2.126 4.229 0.453 0.3 -0.3 -0.2 0.30
H -2.157 3.357 1.983 0.0 0.0 -0.2 0.27
H -3.199 2.828 0.634 0.2 0.1 0.1 0.26
H 0.219 4.242 -0.154 -0.1 -0.4 0.0 0.29
H 1.341 2.864 -0.340 -0.1 0.1 0.1 0.26
H 0.906 3.468 1.281 -0.1 0.0 -0.2 0.26
H -4.550 -1.912 2.484 0.2 0.2 0.0 0.29
H -3.224 -1.828 3.659 0.0 -0.1 0.1 0.26
H -3.042 -2.772 2.178 -0.1 -0.2 -0.1 0.24
H -4.626 0.734 3.091 0.5 -0.2 -0.2 0.29
H -3.358 1.903 2.653 -0.1 -0.2 0.1 0.25
H -3.056 0.731 3.944 -0.1 0.1 -0.1 0.26
H -5.064 -0.547 0.788 0.2 0.1 0.0 0.28
H -3.798 -1.017 -0.367 -0.1 0.0 0.0 0.25
H -4.096 0.698 -0.053 -0.1 0.0 0.0 0.24
H 4.000 -1.541 1.575 -0.2 0.1 0.1 0.30
H 2.491 -2.481 1.545 0.3 0.1 0.0 0.25
H 2.936 -1.555 3.016 0.1 -0.2 -0.1 0.27
H 3.962 1.270 2.122 -0.5 -0.1 0.0 0.30
H 2.625 1.129 3.323 0.2 0.2 -0.3 0.26
H 2.466 2.255 1.930 0.3 -0.3 0.2 0.26
H 4.074 -0.265 -0.162 0.0 0.2 0.2 0.27
H 2.956 1.019 -0.729 0.1 0.0 -0.1 0.26
H 2.556 -0.661 -1.004 0.4 0.1 0.4 0.29
C 1.644 -0.821 -3.386 -0.5 -0.8 -2.2 0.27
C 1.083 -0.385 -4.598 0.7 -0.3 0.5 -0.28
C 1.530 -0.993 -5.782 -0.1 0.5 -0.4 -0.16
C 2.446 -2.056 -5.760 -0.2 -0.4 0.1 -0.20
C 2.968 -2.505 -4.543 0.2 0.7 0.5 -0.16
C 2.640 -1.808 -3.361 -0.5 0.3 -0.1 -0.28
O 1.149 -0.340 -2.191 -1.6 1.1 2.0 -0.74
H 0.240 0.056 -2.139 1.4 -0.8 -1.6 0.48
H 0.400 0.475 -4.526 0.1 -0.5 -0.5 0.21
H 1.177 -0.616 -6.760 0.1 -0.3 0.7 0.25
H 2.755 -2.560 -6.688 -0.3 0.4 0.5 0.25
H 3.662 -3.360 -4.477 -0.3 0.7 -0.2 0.25
H 3.179 -1.940 -2.425 -0.2 -0.6 -0.2 0.20
O 0.170 0.076 3.950 -0.7 -0.6 -4.2 -0.37
C -0.028 -0.151 2.829 0.3 0.2 4.7 0.47
```
Positions in Å, forces in eV/Å.

---

No. 3
ORCA calculation (ωB97M-V with the def2-TZVPD basis set) on C22H38P2Pb as an isolated structure.

* HOMO energy (alpha / beta): -11.1 / -11.1 eV
* calculated total energy: -47233.421 eV
* E_LUMO (alpha / beta): -8.66 / -7.54 eV
* ΔE to the lowest compared entry with this formula, charge and spin: 1.555 eV
* charge: +2
* F_max: 2.10 eV/Å

```
63
Properties=species:S:1:pos:R:3:forces:R:3:nbo_charge:R:1
P 0.269 -1.840 -3.523 -0.5 -1.1 -1.4 1.39
P 0.312 1.845 -3.145 -1.2 1.1 -1.1 1.26
C -0.105 -0.575 -4.809 -0.4 0.5 0.1 -0.77
C 0.597 0.799 -4.708 0.5 -0.8 0.5 -0.68
H -1.200 -0.422 -4.823 0.4 -0.2 0.0 0.26
H 0.177 -1.067 -5.762 -0.2 0.3 0.3 0.29
H 1.686 0.660 -4.822 -0.3 0.2 0.1 0.25
H 0.262 1.430 -5.558 0.1 -0.1 0.6 0.28
C -1.337 2.523 -3.566 0.0 0.1 0.2 -0.96
H -1.658 3.144 -2.728 -0.1 0.1 -0.1 0.27
H -2.078 1.725 -3.707 0.2 0.2 0.0 0.25
H -1.287 3.144 -4.473 0.1 -0.3 0.3 0.27
C 1.465 3.206 -3.507 0.3 -0.1 0.4 -0.95
H 1.129 3.810 -4.362 0.0 -0.3 0.3 0.28
H 2.461 2.799 -3.723 -0.2 0.2 0.1 0.27
H 1.531 3.839 -2.619 0.1 0.1 -0.2 0.27
C -0.952 -3.145 -3.760 0.0 -0.2 -0.2 -0.99
H -0.967 -3.760 -2.856 0.0 0.0 -0.2 0.27
H -0.697 -3.764 -4.628 -0.1 0.1 0.1 0.28
H -1.940 -2.690 -3.898 0.2 -0.1 0.0 0.27
C 1.937 -2.449 -3.911 0.0 0.0 0.4 -0.99
H 2.669 -1.631 -3.868 -0.2 -0.2 0.0 0.27
H 1.956 -2.906 -4.910 -0.1 0.1 0.2 0.28
H 2.200 -3.203 -3.159 0.1 0.1 -0.2 0.28
Pb 1.671 0.081 3.206 0.0 0.2 0.6 0.90
C 0.075 1.740 -0.982 2.0 0.6 -0.2 -0.27
C -1.273 1.508 -0.591 -1.1 0.8 -0.1 -0.09
C -1.979 0.373 -1.204 -0.7 -0.6 -0.2 -0.47
C -2.199 -0.884 -0.309 -0.1 0.7 -0.2 -0.48
C -1.131 -1.907 -0.452 0.3 -0.6 0.1 -0.03
C 0.106 -1.841 -1.039 0.2 -0.7 0.7 -0.33
C 0.935 -0.591 -1.305 0.2 0.7 -0.8 -0.46
C 0.934 0.612 -0.318 0.7 -0.2 -0.5 -0.45
C 0.718 -1.783 4.005 -0.1 -0.2 -0.2 -1.13
H 0.507 2.767 -0.932 -0.5 -0.6 0.7 0.26
H -1.765 2.121 0.181 0.3 -0.1 -0.6 0.25
H -1.423 0.073 -2.108 -0.3 -0.1 0.2 0.18
H -2.965 0.692 -1.585 0.2 0.0 0.3 0.26
H -2.302 -0.612 0.765 -0.1 -0.1 -0.5 0.27
H -3.173 -1.318 -0.613 0.6 -0.1 0.3 0.26
H -1.409 -2.855 0.037 0.2 0.2 -0.6 0.24
H 0.662 -2.804 -1.034 -0.3 0.8 0.3 0.25
H 0.526 -0.136 -2.272 1.0 -0.4 1.5 0.19
H 1.994 -0.848 -1.555 -0.8 -0.1 0.4 0.25
H 0.529 0.353 0.707 0.3 0.3 -1.3 0.24
H 2.000 0.913 -0.180 -0.9 0.1 0.0 0.27
H 0.982 -1.959 5.063 -0.1 0.0 -0.5 0.26
H 1.053 -2.613 3.363 -0.2 0.1 0.5 0.21
H -0.374 -1.648 3.926 0.3 -0.2 0.1 0.22
C 0.131 1.427 4.327 1.0 -0.2 -0.6 -0.81
C 0.110 0.953 5.732 -0.5 -0.3 0.2 -0.06
C -1.061 0.351 6.252 0.5 0.2 -0.3 -0.23
C -1.081 -0.136 7.551 0.3 -0.1 0.4 -0.19
C 0.065 -0.044 8.361 0.1 0.2 -0.6 -0.22
C 1.236 0.529 7.840 -0.2 -0.1 0.1 -0.19
C 1.262 1.029 6.537 -0.5 -0.2 -0.1 -0.25
H -0.790 1.265 3.763 -0.2 0.4 0.3 0.21
H 0.567 2.425 4.194 -0.5 -0.1 0.1 0.23
H -1.942 0.262 5.598 0.4 0.1 0.4 0.20
H -1.994 -0.590 7.950 0.4 0.2 -0.1 0.22
H 0.051 -0.427 9.379 0.0 0.1 -0.2 0.23
H 2.140 0.586 8.451 -0.3 0.0 -0.1 0.22
H 2.174 1.462 6.113 -0.2 0.0 0.3 0.20
```
Positions in Å, forces in eV/Å.

---

No. 4
ORCA calculation (ωB97M-V with the def2-TZVPD basis set) on C34H25CrIN2PSe2 as an isolated structure.

* HOMO energy (alpha / beta): -4.3 / -4.5 eV
* calculated total energy: -215150.173 eV
* E_LUMO (alpha / beta): 2.26 / 2.20 eV
* ΔE to the lowest compared entry with this formula, charge and spin: 0.000 eV
* charge: -1
* F_max: 0.18 eV/Å
* spin multiplicity: 5

```
66
Properties=species:S:1:pos:R:3:forces:R:3:nbo_charge:R:1
Cr 0.932 -0.417 -1.463 0.0 0.2 -0.1 0.76
C -1.113 -0.882 3.695 0.0 0.0 0.0 -0.20
C 0.098 -1.176 3.086 0.0 0.0 0.0 -0.20
C 0.154 -1.405 1.719 0.0 0.0 0.0 -0.23
C -1.012 -1.362 0.970 0.0 0.0 0.1 0.17
C -2.230 -1.066 1.571 0.0 0.0 0.0 -0.21
C -2.275 -0.825 2.933 0.0 0.0 0.0 -0.21
N -0.908 -1.594 -0.443 -0.1 -0.1 0.0 -0.20
N -1.895 -2.192 -0.898 0.1 0.0 0.1 -0.15
C -1.942 -2.471 -2.286 0.0 0.0 -0.2 0.10
C -2.478 -3.732 -2.560 0.0 0.0 0.0 -0.20
C -2.631 -4.179 -3.856 0.0 0.0 0.0 -0.25
C -2.301 -3.323 -4.901 0.0 0.0 0.0 -0.20
C -1.816 -2.054 -4.634 0.0 -0.1 0.0 -0.25
C -1.607 -1.586 -3.329 0.0 0.1 0.0 -0.21
H -1.150 -0.668 4.756 0.0 0.0 0.0 0.21
H 1.010 -1.206 3.669 0.0 0.0 0.0 0.21
H 1.095 -1.615 1.227 0.0 0.0 0.0 0.24
H -3.116 -0.995 0.956 0.0 0.0 0.0 0.23
H -3.216 -0.564 3.401 0.0 0.0 0.0 0.21
H -2.756 -4.350 -1.716 0.0 0.0 0.0 0.22
H -3.021 -5.170 -4.052 0.0 0.0 0.0 0.21
H -2.426 -3.641 -5.930 0.0 0.0 0.0 0.20
H -1.566 -1.389 -5.451 0.0 0.0 0.0 0.22
Se 0.952 2.011 -0.566 0.0 -0.1 -0.1 -0.59
P -1.159 2.036 0.152 0.0 0.0 0.0 0.60
Se -0.939 0.188 -3.104 0.0 -0.1 0.0 -0.26
C -1.038 2.417 1.956 0.1 0.0 0.0 -0.23
C -2.229 2.686 2.635 0.0 0.0 0.0 -0.24
C -2.243 2.886 4.005 0.0 0.0 0.0 -0.22
C -1.061 2.805 4.733 0.0 0.0 0.0 -0.24
C 0.126 2.529 4.072 0.0 0.0 0.0 -0.22
C 0.137 2.338 2.695 0.0 0.0 0.0 -0.24
C -1.746 3.678 -0.445 0.0 0.0 0.0 -0.23
C -2.516 3.681 -1.607 0.0 0.0 0.0 -0.24
C -2.984 4.871 -2.146 0.0 0.0 0.0 -0.21
C -2.695 6.077 -1.524 0.0 0.0 0.0 -0.23
C -1.928 6.085 -0.365 0.0 0.0 0.0 -0.22
C -1.455 4.895 0.167 0.0 0.0 0.0 -0.23
H -3.158 2.739 2.076 0.0 0.0 0.0 0.21
H -3.179 3.099 4.509 0.0 0.0 0.0 0.20
H -1.069 2.955 5.806 0.0 0.0 0.0 0.20
H 1.053 2.462 4.629 0.0 0.0 0.0 0.20
H 1.066 2.124 2.179 0.0 0.0 0.0 0.24
H -2.734 2.737 -2.095 0.0 0.0 0.0 0.23
H -3.576 4.855 -3.053 0.0 0.0 0.0 0.20
H -3.062 7.008 -1.940 0.0 0.0 0.0 0.20
H -1.691 7.023 0.124 0.0 0.0 0.0 0.20
H -0.849 4.913 1.066 0.0 0.0 0.0 0.22
I 1.578 -2.656 -3.132 0.0 0.1 0.1 0.30
C 3.332 -3.021 -2.055 0.0 0.0 0.0 -0.10
C 4.111 -4.071 -2.447 0.0 0.0 0.0 -0.27
C 5.300 -4.355 -1.744 0.0 0.0 0.0 -0.23
C 5.653 -3.578 -0.683 0.0 0.0 0.0 -0.20
C 4.848 -2.486 -0.270 0.0 0.0 0.0 0.02
C 5.240 -1.698 0.835 0.0 0.0 0.0 -0.25
C 4.462 -0.649 1.224 0.0 0.0 0.0 -0.19
C 3.270 -0.349 0.530 0.0 0.0 0.0 -0.27
C 2.805 -1.064 -0.559 -0.1 0.0 0.0 -0.43
C 3.639 -2.166 -0.959 0.0 0.0 0.0 -0.17
H 3.821 -4.685 -3.290 0.0 0.0 0.0 0.22
H 5.918 -5.188 -2.054 0.0 0.0 0.0 0.21
H 6.563 -3.782 -0.129 0.0 0.0 0.0 0.20
H 6.160 -1.944 1.355 0.0 0.0 0.0 0.20
H 4.755 -0.037 2.070 0.0 0.0 0.0 0.20
H 2.690 0.496 0.884 0.0 0.0 0.0 0.22
```
Positions in Å, forces in eV/Å.